A single C6H11NOS molecule in a non-equilibrium geometry. Source: the Open Molecules 2025 dataset; level of theory: ωB97M-V/def2-TZVPD.

Structure (XYZ):
```
20
Properties=species:S:1:pos:R:3:forces:R:3:nbo_charge:R:1
S -2.3212 -0.6799 -0.7132 -1.066 -0.134 -0.576 0.41
O 0.4924 -3.1634 0.4835 0.139 2.683 -0.416 -0.46
N -1.0060 -0.3964 0.2364 2.399 -2.252 1.186 -0.76
C 0.2295 1.7556 -0.1611 1.125 -2.101 0.884 -0.63
C 2.6386 -0.9859 -0.8165 0.151 -0.212 -0.101 -0.63
C 1.3530 -0.8205 0.0321 -1.079 1.499 -2.944 -0.38
C 0.5045 -1.9862 0.3483 -2.229 -0.741 0.260 0.79
C -3.7368 -0.8613 0.4598 -0.780 -0.944 -0.973 -0.76
C 0.1673 0.2230 -0.4260 -0.480 -0.494 -0.374 -0.03
H -0.5286 2.3705 -0.5445 -1.642 0.036 -1.130 0.23
H -4.7157 -0.6628 -0.1355 1.800 -0.036 1.003 0.23
H 0.1244 0.1293 -1.5014 -0.086 -0.342 -0.644 0.17
H 3.1382 -1.9292 -0.4928 0.440 1.223 0.814 0.23
H 1.1125 2.0971 -0.6888 0.680 0.489 0.803 0.21
H -3.5874 -0.1717 1.2849 -0.224 0.068 0.017 0.23
H 0.0823 1.8725 0.9132 1.075 0.399 0.166 0.22
H -3.8233 -1.9274 0.8268 0.306 1.220 -0.283 0.22
H 3.1771 0.0328 -0.6905 -0.281 -2.186 -0.492 0.23
H 1.7515 -0.4288 0.8909 0.493 0.665 2.842 0.25
H 2.5578 -1.3433 -1.8568 -0.742 1.160 -0.041 0.23
```
Positions in Å, forces in eV/Å.

Output
charge: 0
frontier orbital gap (spin up / spin down): 7.43 / 7.60 eV
HOMO energy (spin up / spin down): -6.86 / -6.98 eV
relative energy (zero: lowest compared OMol25 entry of this formula, charge and spin): 410.8 kJ/mol
total energy: -763.250003 a.u.